(1)
{"formula": "C19H30N4NdO7S2", "method": "ωB97M-V with the def2-TZVPD basis set", "homo_lumo_gap_ha": [0.312, 0.312], "total_charge": 1, "spin_multiplicity": 4, "e_above_lowest_kj_mol": 0.0, "s_squared": 3.753, "symbols": ["Nd", "C", "C", "O", "C", "C", "O", "C", "C", "O", "C", "C", "O", "H", "H", "H", "H", "H", "H", "H", "H", "H", "H", "H", "H", "H", "H", "H", "H", "N", "C", "C", "O", "O", "H", "H", "H", "H", "O", "N", "C", "C", "C", "C", "C", "S", "H", "H", "H", "H", "C", "N", "C", "C", "N", "C", "S", "H", "H", "H", "H", "H", "H"], "coordinates": [[0.2066, -0.1429, -0.7902], [1.2087, -2.8481, 1.1516], [2.6008, -2.3957, 0.7992], [2.5084, -1.4606, -0.2702], [3.7471, -0.8157, -0.5535], [3.4597, 0.3615, -1.4475], [2.4480, 1.1821, -0.8782], [2.8659, 2.0272, 0.1983], [1.8390, 1.9638, 1.2998], [1.5988, 0.5763, 1.5346], [0.8912, 0.3021, 2.7394], [0.6555, -1.1964, 2.7882], [0.3808, -1.7309, 1.4860], [1.2434, -3.5562, 1.9844], [0.7153, -3.3539, 0.3197], [3.2108, -3.2564, 0.5013], [3.0936, -1.9053, 1.6462], [4.4331, -1.5094, -1.0526], [4.2026, -0.5034, 0.3927], [3.0645, 0.0334, -2.4122], [4.3691, 0.9334, -1.6512], [2.9722, 3.0496, -0.1721], [3.8364, 1.6879, 0.5681], [0.9016, 2.4506, 1.0141], [2.2238, 2.4690, 2.1916], [-0.0440, 0.8655, 2.7413], [1.4952, 0.5972, 3.6048], [-0.1936, -1.4224, 3.4394], [1.5296, -1.7052, 3.1983], [0.8138, -2.1369, -2.6087], [-0.5242, -2.7195, -2.8766], [-1.2077, -2.7407, -1.5270], [-1.3407, -3.7557, -0.8728], [-1.5064, -1.5359, -1.0853], [1.2018, -1.7930, -3.4814], [1.4349, -2.8618, -2.2639], [-0.5121, -3.7283, -3.2888], [-1.0523, -2.0391, -3.5433], [-0.2269, 2.1144, -1.0492], [-0.7453, 2.7358, -2.1058], [-1.5373, 3.8046, -1.8641], [-2.0701, 4.5183, -2.8979], [-1.7857, 4.1117, -4.2051], [-1.0093, 3.0022, -4.4164], [-0.4827, 2.2586, -3.3477], [0.4028, 0.7916, -3.5252], [-1.6750, 4.0192, -0.8162], [-2.6941, 5.3728, -2.6850], [-2.1850, 4.6573, -5.0483], [-0.7981, 2.6522, -5.4163], [-3.7113, 0.9567, 3.6712], [-3.4519, -0.2487, 2.8961], [-3.9429, -1.5003, 3.2368], [-3.5108, -2.3626, 2.2919], [-2.7734, -1.6229, 1.3978], [-2.7363, -0.3326, 1.7605], [-1.9360, 0.9434, 0.9125], [-4.7626, 0.9666, 3.9487], [-3.4842, 1.8252, 3.0591], [-3.0957, 0.9677, 4.5695], [-4.5524, -1.6489, 4.1087], [-3.6685, -3.4179, 2.1702], [-2.3382, -1.9507, 0.5309]], "forces_ev_per_angstrom": [[0.6, 0.8, 0.3], [-0.2, 0.0, 0.1], [0.2, 0.0, -0.1], [0.0, -0.1, -0.2], [0.1, -0.2, 0.1], [0.0, 0.1, -0.1], [0.2, 0.1, 0.0], [0.1, 0.0, -0.2], [-0.1, 0.1, 0.1], [0.0, 0.1, 0.1], [0.0, 0.1, -0.1], [-0.1, -0.2, 0.0], [0.0, 0.1, 0.0], [0.0, 0.0, 0.0], [0.0, 0.0, 0.0], [0.0, 0.0, 0.0], [0.0, 0.0, 0.0], [0.0, 0.0, 0.0], [0.0, 0.0, 0.0], [0.0, 0.0, 0.0], [0.0, 0.0, 0.1], [0.0, 0.0, 0.0], [0.0, 0.0, 0.1], [0.0, 0.0, 0.0], [0.1, -0.1, 0.0], [0.0, -0.1, 0.0], [0.0, 0.0, 0.0], [0.0, 0.0, 0.0], [0.0, 0.1, 0.0], [-0.3, -0.1, -0.1], [-0.1, -0.1, -0.1], [-0.2, 0.4, 0.1], [-0.1, -0.1, 0.0], [-0.1, -0.9, -0.2], [0.1, 0.0, 0.1], [0.0, 0.1, 0.0], [0.2, 0.1, -0.1], [0.0, -0.1, 0.0], [-0.1, 0.0, 0.0], [0.0, -0.2, 0.1], [0.2, 0.0, -0.1], [0.0, 0.0, 0.0], [0.0, 0.0, 0.1], [0.1, -0.1, -0.1], [0.0, 0.0, -0.1], [-0.2, 0.1, 0.1], [0.0, 0.0, 0.0], [0.0, 0.0, 0.0], [0.0, 0.0, 0.0], [0.0, 0.0, 0.0], [0.0, -0.1, -0.1], [-0.2, 0.1, 0.3], [0.1, -0.1, -0.1], [0.0, 0.1, 0.1], [0.0, -0.2, -0.1], [0.3, 0.1, -0.3], [-0.3, -0.2, 0.3], [0.0, 0.1, 0.0], [0.0, 0.0, 0.0], [0.0, 0.0, 0.0], [0.0, 0.0, 0.0], [0.0, 0.0, 0.0], [0.0, 0.1, 0.0]], "nbo_charge": [1.692, -0.098, -0.091, -0.568, -0.090, -0.091, -0.553, -0.075, -0.100, -0.568, -0.099, -0.079, -0.554, 0.206, 0.231, 0.200, 0.186, 0.200, 0.186, 0.221, 0.210, 0.210, 0.184, 0.220, 0.199, 0.214, 0.191, 0.204, 0.185, -0.848, -0.331, 0.779, -0.631, -0.849, 0.397, 0.382, 0.214, 0.236, -0.669, 0.021, 0.041, -0.258, -0.152, -0.228, 0.066, -0.304, 0.239, 0.240, 0.234, 0.243, -0.409, -0.346, -0.078, -0.061, -0.519, 0.289, -0.310, 0.222, 0.246, 0.211, 0.237, 0.247, 0.478]}


(2)
{"formula": "C5H30N2O9", "method": "ωB97M-V with the def2-TZVPD basis set", "homo_lumo_gap_ha": 0.366, "total_charge": 2, "spin_multiplicity": 1, "e_above_lowest_kj_mol": 211.7, "symbols": ["C", "C", "C", "C", "N", "C", "N", "H", "H", "H", "H", "H", "H", "H", "H", "H", "H", "H", "H", "H", "H", "O", "H", "H", "O", "H", "H", "O", "H", "H", "O", "H", "H", "O", "H", "H", "O", "H", "H", "O", "H", "H", "O", "H", "H", "O"], "coordinates": [[-0.9807, 0.2933, 3.4722], [-0.0576, -0.7834, 2.9390], [-0.0966, -0.9068, 1.4293], [0.8053, -1.6051, 0.7589], [0.6927, -1.7406, -0.6622], [1.3388, -2.5795, -1.3642], [-0.6525, 1.5706, 2.7279], [-2.0587, 0.2171, 3.3858], [-0.7760, 0.5102, 4.5188], [0.9674, -0.5097, 3.2117], [-0.2203, -1.6860, 3.5316], [-0.9137, -0.4146, 0.9111], [1.7648, -1.9459, 1.1227], [0.0829, -1.0487, -1.1335], [1.3909, -2.3943, -2.4273], [2.1418, -3.2268, -1.0423], [0.2360, 1.4886, 2.2278], [-1.3443, 1.8381, 2.0284], [-0.4594, 2.3375, 3.3847], [-1.8675, 0.5150, -1.4148], [-0.6279, 1.0888, -2.2668], [-0.9265, 0.7259, -1.4225], [3.7590, -4.7518, -2.6369], [3.3453, -3.6689, -3.5926], [3.1828, -3.9783, -2.6919], [0.2100, 1.8617, -0.2851], [1.5858, 1.8146, 0.1166], [0.7853, 2.3015, 0.3747], [-1.8070, -1.9142, -2.2146], [-1.6054, -1.4072, -3.6867], [-1.1992, -1.4733, -2.8163], [3.7717, -0.5159, -1.4565], [3.2809, 0.4171, -2.5013], [2.9703, -0.0365, -1.7062], [-4.3177, -0.8843, -1.6734], [-3.5884, -1.3002, -0.2553], [-3.6267, -0.7282, -1.0252], [0.3445, 2.7211, -4.5493], [1.1638, 3.1454, -3.4123], [0.6438, 2.3795, -3.6944], [-3.6312, 0.3458, 0.6089], [-3.6743, 1.5108, 1.6498], [-3.2213, 0.6931, 1.4120], [0.7561, 4.0218, 2.6431], [1.3783, 4.1724, 4.0592], [1.0547, 3.5301, 3.4173]], "forces_ev_per_angstrom": [[0.2, 1.2, 0.1], [0.2, 0.3, 0.2], [-0.3, -0.7, 0.8], [0.2, 0.4, -0.8], [-0.3, 0.0, 0.6], [1.3, 1.4, -0.9], [0.3, 0.0, 0.6], [0.1, -0.8, -0.2], [0.1, -0.2, 0.0], [0.0, 0.1, 0.1], [-0.2, -0.3, -0.6], [-0.1, -0.2, -0.1], [-0.3, -0.4, 0.4], [0.1, -0.1, -0.2], [-0.9, -0.4, -0.2], [-0.5, -0.3, 0.8], [0.0, 0.2, -0.4], [-0.1, -0.2, 0.1], [-0.1, 0.2, -0.2], [0.0, 0.1, -0.5], [-0.4, 0.0, -0.3], [0.8, 0.4, 1.1], [-0.1, 0.0, 0.2], [-0.1, 0.0, 0.0], [0.5, -0.2, -0.4], [-0.6, 0.5, 0.2], [0.4, 0.5, 0.4], [0.2, -1.1, -0.7], [-0.4, 0.0, -0.4], [-0.1, -0.2, 0.1], [0.4, -0.3, -0.1], [-0.1, 0.0, 0.2], [-0.3, 0.2, 0.0], [0.4, -0.1, -0.2], [-0.4, -0.6, 0.5], [-0.8, -0.7, -0.5], [1.2, 1.0, 0.1], [-0.2, -0.5, 0.0], [0.1, -0.3, 0.4], [0.1, 0.6, -0.2], [-0.2, 0.5, -0.1], [-0.3, -0.2, -0.2], [0.5, 0.2, 0.3], [0.3, 0.3, 0.0], [0.0, 0.1, -0.1], [-0.3, -0.2, 0.0]], "nbo_charge": [-0.217, -0.477, -0.165, -0.037, -0.448, 0.143, -0.715, 0.251, 0.234, 0.238, 0.274, 0.230, 0.231, 0.486, 0.238, 0.248, 0.462, 0.446, 0.473, 0.514, 0.526, -1.011, 0.498, 0.489, -0.975, 0.499, 0.486, -0.981, 0.482, 0.501, -0.975, 0.480, 0.491, -0.967, 0.522, 0.499, -1.001, 0.487, 0.482, -0.966, 0.501, 0.493, -0.996, 0.492, 0.508, -0.978]}